{"formula": "C5H8BrClO", "method": "ωB97M-V with the def2-TZVPD basis set", "elements": ["C", "C", "C", "C", "C", "O", "Cl", "Br", "H", "H", "H", "H", "H", "H", "H", "H"], "xyz": [[-0.636668, -0.290027, 1.267458], [0.156930, -0.049999, -0.118272], [-1.494747, -0.711360, 0.023869], [1.093726, -1.021388, -0.472497], [0.241777, 1.390162, -0.639044], [1.419764, 1.973072, -0.108271], [-1.866010, -2.314484, -0.397628], [-3.019649, 0.441270, -0.406208], [-0.093725, -1.065703, 1.791147], [-1.101989, 0.464972, 1.927414], [0.905353, -1.996368, -0.004858], [2.163370, -0.710219, 0.039174], [1.183729, -1.163246, -1.616786], [-0.703269, 1.865216, -0.435810], [0.430830, 1.470001, -1.689188], [1.320573, 1.718107, 0.839506]], "forces_ev_per_angstrom": [[-0.08, -0.28, -2.31], [-6.90, 1.99, 1.65], [3.00, 2.72, 1.01], [4.98, -2.06, -0.63], [0.56, -1.45, -0.24], [-0.71, -0.15, 1.97], [0.26, -0.90, -0.02], [0.70, -0.20, 0.27], [-0.52, -0.32, 0.28], [0.62, -0.13, -0.69], [-0.13, 0.17, -0.34], [-2.24, -0.66, -1.68], [0.14, 0.27, 1.87], [-0.10, 0.71, 0.42], [-0.31, -0.46, -0.90], [0.75, 0.74, -0.67]], "multiplicity": 1, "fmax_ev_per_a": 7.37, "de_lowest_kcal_mol": 39.1, "homo_ev": -9.0446}

---

{"formula": "C16H34N2O22S5", "method": "ωB97M-V with the def2-TZVPD basis set", "elements": ["O", "S", "O", "O", "C", "C", "O", "H", "H", "H", "H", "O", "S", "O", "O", "C", "C", "O", "H", "H", "H", "H", "O", "S", "O", "O", "C", "C", "O", "H", "H", "H", "H", "O", "S", "O", "O", "C", "C", "O", "H", "H", "H", "H", "O", "S", "O", "O", "C", "C", "O", "H", "H", "H", "H", "C", "N", "C", "C", "O", "H", "H", "H", "H", "H", "H", "H", "C", "N", "C", "C", "O", "H", "H", "H", "H", "H", "H", "H"], "xyz": [[-16.920003, 33.951648, 16.569357], [-17.548024, 34.309516, 15.340504], [-16.999267, 35.290888, 14.461447], [-17.864041, 32.925413, 14.472113], [-19.176642, 32.963601, 13.932282], [-19.970230, 34.103172, 14.548902], [-19.120245, 34.638289, 15.572217], [-19.048855, 33.220120, 12.874953], [-19.769004, 32.049133, 13.917352], [-20.858715, 33.726717, 15.047388], [-20.061253, 34.916357, 13.831868], [-13.912185, 28.382560, 15.273603], [-15.297852, 28.759875, 15.357739], [-16.141867, 28.160869, 16.349439], [-15.443943, 30.381426, 15.386283], [-15.239489, 30.865516, 14.025728], [-16.159381, 29.929263, 13.292711], [-15.925019, 28.637688, 13.858253], [-15.628219, 31.875659, 13.921525], [-14.170110, 30.861117, 13.835285], [-15.954486, 29.901942, 12.224208], [-17.198150, 30.169160, 13.515572], [-23.226662, 32.564784, 17.979449], [-23.022631, 32.571353, 19.384931], [-23.090735, 33.855666, 20.034874], [-23.930751, 31.475608, 20.162861], [-23.467423, 30.175471, 19.816862], [-21.992618, 30.385656, 20.167897], [-21.653029, 31.691077, 19.820306], [-23.985767, 29.452758, 20.434201], [-23.535766, 29.987837, 18.742148], [-21.439749, 29.525620, 19.774457], [-21.908289, 30.198642, 21.244894], [-21.276548, 29.061640, 11.768533], [-21.890236, 30.329873, 12.077627], [-21.340451, 31.495209, 11.449908], [-23.485643, 30.262323, 12.063211], [-23.945267, 29.492014, 13.228034], [-23.031490, 30.084931, 14.312200], [-21.859070, 30.607839, 13.674666], [-24.971417, 29.801361, 13.377999], [-23.729478, 28.443227, 13.061476], [-22.574550, 29.263407, 14.875478], [-23.426178, 30.776352, 15.051124], [-18.183460, 35.210112, 21.813860], [-18.044795, 34.709152, 20.478388], [-17.060532, 33.703955, 20.217058], [-19.442153, 34.280213, 19.867414], [-20.052912, 35.354467, 19.162917], [-18.882659, 36.144942, 18.550784], [-17.834086, 36.002661, 19.510237], [-20.873164, 34.994443, 18.550818], [-20.491147, 36.069883, 19.865140], [-19.178038, 37.194036, 18.546108], [-18.477085, 35.878373, 17.578018], [-17.783965, 28.865056, 19.489725], [-17.440375, 29.591821, 20.715671], [-16.492190, 29.190733, 21.614479], [-16.167649, 30.201132, 22.668115], [-15.954352, 28.109235, 21.504481], [-17.895392, 27.812050, 19.773434], [-16.995415, 28.963134, 18.752444], [-18.804237, 29.117259, 19.210749], [-18.149539, 30.241585, 21.006054], [-15.285312, 30.783492, 22.393511], [-15.885546, 29.590070, 23.527535], [-16.912890, 30.962506, 22.886575], [-19.157146, 28.772075, 15.605995], [-18.980715, 29.959384, 16.421791], [-20.014313, 30.658111, 16.966245], [-19.522462, 31.932865, 17.636462], [-21.178185, 30.310045, 16.939493], [-18.580084, 28.741229, 14.683558], [-20.216385, 28.620608, 15.407721], [-18.816169, 27.903802, 16.176576], [-18.072693, 30.389975, 16.379189], [-19.687792, 31.830584, 18.704431], [-20.164035, 32.759623, 17.303767], [-18.554216, 32.366043, 17.406252]], "forces_ev_per_angstrom": [[-0.43, 0.33, -0.72], [-1.44, -1.01, -1.02], [-0.07, -0.48, 0.46], [0.37, 0.56, 1.52], [-0.35, 0.46, -2.38], [0.99, 0.35, 0.38], [1.23, 0.01, 1.07], [-0.05, -0.20, 0.00], [0.75, -0.45, 0.77], [-0.25, 0.45, -0.20], [-0.85, -0.19, -0.02], [-1.32, 0.41, 0.16], [0.83, 0.27, -0.71], [0.42, 0.84, -0.94], [0.13, -0.52, 0.56], [-0.56, 0.17, 0.77], [0.38, -0.19, -0.42], [0.24, -0.72, 0.81], [0.09, 0.06, 0.47], [-0.02, -0.37, -0.45], [-0.17, -0.21, 0.01], [-0.03, 0.33, -0.26], [0.17, -0.53, -0.01], [0.41, -0.64, 1.81], [0.44, -1.86, -0.15], [-1.48, 1.86, -0.96], [1.31, 0.65, -0.29], [-0.82, -2.80, 1.36], [-0.41, 1.69, -1.04], [0.01, -0.02, -0.03], [-0.47, -0.02, 0.08], [0.63, 0.91, -0.91], [0.12, 0.79, 0.14], [-1.08, 0.95, 0.45], [0.94, 0.02, 0.96], [-1.04, -0.63, 0.24], [0.13, -0.36, -1.08], [1.15, 1.88, -0.26], [1.31, -2.05, 1.27], [0.20, 0.49, -1.12], [-0.18, -0.49, -0.16], [-0.42, -0.12, -0.04], [-0.70, 0.01, 0.40], [-0.17, 0.40, -0.50], [-0.16, -0.40, -0.84], [1.00, 0.93, 0.34], [-0.91, 0.50, -0.07], [-0.02, -0.65, 0.03], [0.19, 1.17, 0.27], [-0.24, 0.24, -0.13], [0.05, -0.82, 0.67], [0.39, -0.26, -0.37], [-0.17, -0.39, 0.31], [0.19, 0.03, -0.15], [-0.37, -0.34, 0.05], [-0.08, -1.14, 1.78], [-0.77, 0.43, -0.61], [-0.85, 0.14, -0.99], [0.73, -0.20, 0.65], [0.54, -0.04, 0.15], [0.44, -0.13, -0.31], [-0.32, 0.11, -0.37], [0.29, 0.60, -0.55], [0.44, 0.41, 0.18], [0.09, -0.26, -0.25], [-0.15, 0.45, 0.29], [-0.36, -0.34, 0.04], [-0.20, -0.89, 0.81], [-0.36, -0.11, -0.98], [1.96, 0.61, -0.32], [-1.15, 0.85, -0.15], [-0.44, -0.28, 0.08], [-0.06, 0.50, -0.05], [0.03, 0.19, -0.15], [-0.05, -0.06, -0.06], [0.01, 0.13, 0.31], [0.26, 0.16, 0.04], [-0.45, -0.28, 0.23], [0.54, -0.92, 0.08]], "multiplicity": 1, "smiles": "O=S1(=O)OCCO1.O=S1(=O)OCCO1.O=S1(=O)OCCO1.O=S1(=O)OCCO1.O=S1(=O)OCCO1.CNC(C)=O.CNC(C)=O", "fmax_ev_per_a": 3.22, "de_lowest_kcal_mol": 51.1, "homo_ev": -9.2543}

---

{"formula": "C8H15F6N3O12S2V", "method": "ωB97M-V with the def2-TZVPD basis set", "elements": ["V", "N", "O", "O", "O", "N", "O", "O", "O", "C", "F", "F", "F", "S", "O", "O", "O", "C", "F", "F", "F", "S", "O", "O", "O", "C", "C", "N", "C", "C", "C", "C", "H", "H", "H", "H", "H", "H", "H", "H", "H", "H", "H", "H", "H", "H", "H"], "xyz": [[0.282343, 0.800504, -0.562848], [-0.309597, 0.691084, -3.214148], [-0.946697, 0.324884, -2.260948], [-0.195847, 0.180734, -4.306118], [0.568513, 1.430334, -2.817808], [2.475443, 2.232244, 0.389542], [3.197083, 2.979924, 1.002152], [1.669043, 2.554154, -0.469288], [2.208383, 1.052454, 0.673442], [-3.876317, 2.905194, 0.377942], [-3.645997, 2.976254, 1.724682], [-4.325977, 1.635614, 0.077792], [-4.850017, 3.752924, -0.009858], [-2.240607, 3.219764, -0.590618], [-2.603847, 3.289494, -1.990358], [-1.761867, 4.552374, -0.103278], [-1.239297, 2.127894, -0.327718], [4.140063, -1.006256, -1.998858], [4.583863, -1.222296, -0.795278], [4.192213, 0.374884, -2.099208], [4.994143, -1.661256, -2.814978], [2.306333, -1.558496, -2.224518], [2.169703, -2.953146, -1.833128], [1.498823, -0.603076, -1.421058], [1.959673, -1.360516, -3.658498], [-0.885867, -2.493706, -0.805058], [-1.427567, -1.471186, 0.243712], [-0.424657, -0.602636, 0.881052], [0.681853, -1.430106, 1.467052], [0.349673, -2.733096, 2.243872], [-1.077757, -0.045536, 2.064822], [-0.308127, 1.193944, 2.606262], [-0.213127, -3.196896, -0.314088], [-0.468377, -2.025366, -1.696388], [-1.724457, -3.149046, -1.040438], [-2.288757, -1.013416, -0.243018], [-1.985817, -2.048166, 0.980962], [1.332223, -1.840706, 0.694702], [1.402913, -0.890466, 2.081012], [1.196483, -3.099396, 2.824252], [-0.564597, -2.590066, 2.819852], [0.108363, -3.576546, 1.596992], [-1.326027, -0.709606, 2.892752], [-2.050227, 0.334114, 1.751332], [-0.855287, 1.609974, 3.452222], [-0.458117, 1.969074, 1.854752], [0.737713, 1.093164, 2.896362]], "forces_ev_per_angstrom": [[0.97, 0.27, -1.55], [4.73, -0.44, -0.52], [-5.89, -3.57, 2.41], [-2.43, -0.32, -1.46], [3.12, 4.27, -0.43], [-3.09, -0.63, 0.18], [1.43, 0.21, 0.16], [-0.21, 4.24, -2.90], [1.81, -3.24, 2.91], [0.91, -1.25, -0.56], [-0.74, 0.05, -1.36], [0.33, 1.22, 0.67], [0.84, -0.42, 0.78], [3.61, 2.57, -1.05], [-0.93, -0.73, 0.86], [-1.47, -2.72, 0.21], [-3.34, 2.07, 1.10], [-1.17, 1.37, -0.08], [0.23, -0.85, 1.73], [0.17, -1.74, -1.10], [-0.61, 0.89, -0.32], [-3.10, 0.92, -3.28], [1.09, 0.68, 0.81], [2.38, -2.00, -0.14], [1.93, -0.33, 2.37], [-0.39, 0.10, 1.16], [-0.36, -2.03, -1.37], [-0.26, -1.76, 1.86], [1.61, -2.04, -0.61], [-1.19, 0.22, -0.38], [-0.14, 2.61, 0.59], [-1.12, 0.15, -0.19], [0.52, 0.34, -0.39], [-0.09, -0.20, 0.24], [-0.31, 0.24, -0.44], [0.61, 1.36, -0.09], [0.37, -0.36, 0.70], [-0.18, 0.64, -0.60], [-0.67, 0.81, -0.14], [-0.06, 0.49, 0.32], [0.27, -0.19, 0.68], [0.01, 0.14, -0.33], [0.41, -0.73, -0.24], [-0.08, 0.13, -0.16], [-0.07, -0.24, 0.37], [0.66, 0.07, -0.09], [-0.10, -0.27, -0.33]], "multiplicity": 4, "fmax_ev_per_a": 7.30, "total_charge": -2, "homo_ev": [-0.9304, -3.0175]}

---

Electronic energy
In order: -3304.6669; -4385.6483; -3720.4408
Unit: Ha